{
  "formula": "C26H26AsBN4S3Tc",
  "method": "ωB97M-V/def2-TZVPD",
  "species": ["H", "H", "H", "H", "C", "H", "C", "H", "As", "C", "C", "H", "C", "N", "C", "C", "C", "C", "N", "C", "C", "C", "S", "H", "C", "S", "N", "B", "C", "H", "H", "H", "H", "H", "C", "C", "C", "H", "H", "H", "N", "C", "H", "H", "H", "C", "S", "Tc", "H", "H", "C", "H", "C", "H", "H", "H", "H", "C", "C", "C", "C", "C"],
  "positions_angstrom": [[-3.110837, 4.515737, 2.596148], [-2.909581, 2.083103, 2.217128], [-6.062847, -1.523697, -1.080861], [5.314638, 0.708203, 1.314813], [0.026599, -0.499323, 4.554574], [-5.045929, 0.430468, -2.203186], [3.425676, 0.203950, -0.784697], [0.221817, -4.649868, -1.817422], [-0.891854, 0.424314, 0.575972], [1.805593, -3.166699, -2.291141], [4.700588, 1.505509, 0.903210], [2.579306, -0.443206, -4.187327], [4.635899, 1.851383, -1.606070], [3.191468, 0.246305, -2.128499], [-4.521501, -0.065912, -1.397747], [-0.351315, 0.192868, 3.410752], [0.378115, -1.534219, -2.624128], [0.553509, -3.658603, -2.074634], [-0.325547, -2.632605, -2.273074], [-5.093389, -1.163981, -0.763043], [-3.281166, 0.398601, -0.991695], [-0.389721, 4.535767, 0.577904], [-0.258633, 0.051091, -2.959626], [0.304434, 5.219965, 0.106609], [-0.080898, -1.831673, 2.117862], [2.410926, -0.699941, 0.304154], [4.290444, 1.171508, -0.458829], [2.877880, -0.969949, -3.158513], [-1.783948, -2.763418, -2.276754], [-2.841704, 1.258968, -1.484126], [-2.111983, -3.125464, -3.249128], [0.069707, 0.018005, 5.503428], [3.814178, 1.643604, 1.521212], [-1.509091, 6.076388, 1.553699], [0.344821, -1.847202, 4.481871], [3.950271, 1.293965, -2.629230], [0.291254, -2.515276, 3.264331], [-2.690912, -1.804372, 1.535347], [-0.120356, -2.356851, 1.167879], [-2.071676, -3.469072, -1.502429], [1.687580, -1.854996, -2.647384], [-2.197830, 2.763572, 1.764762], [2.763702, -3.652606, -2.243018], [0.635474, -2.381427, 5.376259], [3.966278, 1.511766, -3.682590], [-1.411533, 5.012274, 1.387760], [0.995600, 2.587611, -0.718457], [0.959206, 0.470909, -1.058130], [-2.232279, -1.795392, -2.071710], [0.538754, -3.567034, 3.210845], [-0.407254, -0.478330, 2.196359], [-4.893069, -2.625192, 0.794823], [-4.435466, -1.786119, 0.287879], [5.343064, 2.662715, -1.593135], [3.849144, -1.664525, -3.187693], [-0.595393, 1.245547, 3.475988], [5.273320, 2.426972, 0.872778], [-2.616509, -0.240289, 0.053203], [-0.281841, 3.165923, 0.369011], [-3.191913, -1.325175, 0.704095], [-2.312826, 4.133972, 1.974012], [-1.170442, 2.281456, 0.969608]],
  "atomic_forces_ev_per_a": [[-0.0007, -0.0001, -0.0011], [0.0009, -0.0011, 0.0005], [-0.0007, 0.0000, 0.0004], [-0.0012, -0.0010, -0.0008], [0.0021, -0.0048, -0.0041], [-0.0016, 0.0002, 0.0005], [-0.0014, -0.0281, -0.0140], [-0.0031, 0.0000, -0.0028], [0.0790, 0.0337, -0.0497], [0.0117, 0.0105, -0.0041], [-0.0012, 0.0012, 0.0067], [-0.0014, -0.0001, 0.0004], [-0.0055, 0.0071, -0.0015], [0.0008, 0.0394, -0.0140], [0.0000, 0.0006, -0.0010], [0.0033, 0.0049, 0.0084], [-0.0089, -0.0493, 0.0153], [-0.0024, -0.0044, 0.0015], [0.0058, -0.0034, -0.0258], [0.0032, 0.0043, 0.0025], [0.0066, 0.0035, -0.0087], [0.0050, -0.0114, -0.0037], [0.0025, 0.0046, -0.0096], [0.0000, 0.0007, 0.0009], [0.0084, -0.0094, 0.0222], [-0.0009, -0.0086, 0.0096], [0.0060, -0.0012, -0.0039], [0.0183, -0.0168, 0.0052], [0.0066, 0.0034, 0.0130], [-0.0016, 0.0004, 0.0024], [-0.0013, -0.0020, 0.0007], [-0.0006, -0.0012, 0.0013], [-0.0002, 0.0025, -0.0016], [0.0002, 0.0003, -0.0005], [-0.0020, 0.0077, 0.0030], [-0.0039, -0.0149, 0.0044], [0.0001, -0.0040, -0.0089], [0.0009, 0.0019, 0.0017], [-0.0009, 0.0041, -0.0019], [-0.0043, 0.0029, 0.0001], [0.0004, 0.0386, 0.0064], [-0.0110, 0.0033, 0.0080], [-0.0009, -0.0008, 0.0002], [-0.0003, 0.0000, 0.0001], [0.0015, 0.0016, 0.0001], [-0.0011, 0.0006, -0.0004], [0.0343, -0.0091, -0.0191], [-0.1307, 0.0064, 0.0580], [-0.0004, 0.0026, -0.0047], [-0.0007, 0.0003, 0.0011], [-0.0192, 0.0024, -0.0052], [-0.0017, 0.0011, -0.0002], [0.0006, -0.0008, 0.0006], [0.0009, 0.0000, 0.0061], [-0.0020, 0.0004, 0.0044], [-0.0019, -0.0016, -0.0055], [0.0022, -0.0014, -0.0004], [0.0167, -0.0220, 0.0163], [-0.0341, 0.0268, 0.0344], [-0.0086, -0.0031, -0.0122], [-0.0018, -0.0090, 0.0045], [0.0406, -0.0082, -0.0355]],
  "mulliken_spin": [-0.0003, -0.0006, -0.0002, 0.0007, 0.0009, -0.0002, -0.0155, -0.0001, -0.0225, 0.0004, 0.0015, 0.0003, 0.0155, 0.0369, -0.0032, -0.0040, -0.0135, 0.0013, 0.0043, -0.0007, -0.0112, -0.0112, 0.1663, 0.0007, 0.0016, -0.0161, 0.0191, -0.0088, -0.0109, 0.0063, 0.0010, 0.0000, -0.0009, 0.0000, -0.0015, 0.0061, 0.0008, 0.0002, 0.0003, -0.0006, 0.0084, 0.0051, -0.0002, -0.0001, 0.0008, 0.0051, -0.1015, 0.9319, 0.0060, 0.0000, -0.0023, 0.0001, 0.0014, 0.0016, 0.0024, -0.0002, 0.0005, 0.0079, 0.0141, -0.0003, -0.0102, -0.0125],
  "e_homo_ev": [-14.34, -14.63],
  "orbital_gap_ha": [0.2451, 0.2576],
  "lumo_energy_ev": [-7.674, -7.626],
  "spin_multiplicity": 2,
  "charge": 2
}

=====

{
  "formula": "C29H72N6O21P3S6",
  "method": "ωB97M-V/def2-TZVPD",
  "species": ["H", "O", "H", "H", "H", "C", "C", "C", "H", "H", "H", "H", "H", "C", "H", "C", "H", "O", "H", "H", "O", "O", "O", "H", "H", "O", "H", "P", "C", "H", "O", "N", "O", "C", "C", "S", "H", "O", "H", "H", "O", "H", "C", "H", "C", "H", "C", "H", "H", "H", "H", "C", "H", "N", "C", "C", "S", "O", "H", "H", "H", "C", "S", "C", "H", "H", "H", "C", "H", "H", "H", "H", "H", "H", "H", "C", "H", "C", "N", "O", "N", "H", "H", "N", "S", "N", "H", "O", "H", "C", "H", "C", "O", "O", "H", "H", "O", "C", "S", "H", "H", "H", "H", "O", "H", "P", "C", "H", "O", "C", "H", "O", "H", "O", "H", "C", "H", "H", "C", "H", "H", "H", "H", "C", "H", "P", "O", "C", "H", "H", "H", "H", "H", "H", "H", "C", "S"],
  "positions_angstrom": [[-0.656630, 7.537795, -0.269451], [0.488007, 5.097336, 0.615401], [3.526884, -5.968316, 1.334374], [-5.717808, -1.637444, -1.049433], [-10.440599, 7.332238, 2.250095], [-13.174811, 3.394713, 2.454475], [9.367055, 6.975441, -3.845581], [-8.227835, -2.193450, 4.421820], [-13.868935, 2.922266, 1.756292], [2.182107, 2.891902, -2.741973], [9.809638, 7.424677, -2.950765], [7.907724, 2.605001, -0.806325], [-1.644743, 6.962377, 1.104725], [7.172178, -4.341009, 4.113383], [1.380609, -1.115422, -8.461487], [-10.074679, -1.138971, 0.188736], [10.959094, 5.611871, -4.281056], [7.666547, 1.540998, 0.556255], [1.200272, -6.437901, -5.465843], [-3.634148, -2.777407, -4.970132], [-11.069475, 4.813037, 2.756275], [0.717889, 6.401664, 2.773950], [-7.664091, -2.448441, 1.876397], [-9.314176, 5.473894, 3.536532], [-3.991322, -1.205133, -0.792531], [7.698249, 0.252848, 2.905371], [9.361472, 3.595237, -0.487136], [2.562286, -5.081917, 1.978528], [-3.740336, -3.485478, -4.140762], [1.183154, -3.637285, -8.656300], [-11.023642, 3.026602, 0.997240], [2.153532, -3.814023, 0.824376], [7.754644, 3.453311, -3.624069], [-4.621540, -4.637641, -4.585247], [-0.698389, 7.424219, 0.815608], [-8.141035, -1.451243, 2.811112], [-0.356056, -2.790789, -0.715585], [7.509903, 5.251344, -1.857538], [-10.535190, -0.545989, -0.607126], [7.199298, -3.209593, 3.809534], [-7.516569, -0.152108, 2.934008], [-9.027790, -1.307571, -0.079215], [3.825541, -2.040586, 4.167691], [4.885434, -3.530490, 2.697657], [6.457922, -4.647686, 5.558526], [-8.759209, 7.043429, 1.734995], [8.799074, 3.053379, -1.250087], [6.624752, -4.961065, 3.266708], [9.415155, 2.282621, -1.715064], [1.594755, -1.295843, -6.701544], [7.032970, -0.173584, 3.548948], [2.553717, 2.096273, -1.933557], [4.648462, -1.747555, 6.362485], [3.805915, -0.631062, 1.072420], [4.947150, -2.336344, 5.370764], [1.117514, -4.158730, -0.272116], [-11.845164, 4.100097, 1.512530], [-4.323080, -2.773048, -3.059120], [8.282441, 6.976562, -3.704828], [-12.767145, 2.650485, 3.139867], [-0.307160, -6.115520, -4.557104], [2.902628, -0.321566, -0.100081], [8.271914, 4.200632, -2.498565], [0.584190, -5.667141, -5.000866], [-4.677736, -5.410036, -3.812945], [7.184095, -4.430086, 6.466702], [1.521281, -3.965530, -1.353815], [1.152172, -1.745079, -7.596361], [9.595492, 7.605098, -4.710707], [4.719545, 5.446519, 0.564584], [5.978194, -1.878998, 5.030747], [3.037294, -4.604271, 3.285077], [0.945011, -5.337932, -0.199381], [7.882040, -1.750026, 1.033832], [4.734416, -4.046407, 6.933630], [9.888246, 5.565974, -4.053738], [-1.007508, -4.259413, -0.146622], [-9.753041, 5.303321, 2.547190], [3.699607, -1.948345, 1.575580], [-0.704981, -3.469177, -5.608316], [2.130465, -1.592779, -0.372712], [1.146589, -5.125284, -4.237915], [0.067557, -1.743958, -7.455607], [-0.249997, -3.539072, 0.005857], [0.057030, -4.519887, -6.249345], [1.300920, -6.066134, 2.392650], [-2.734530, -3.832021, -3.881653], [-9.743805, -1.251956, 2.591360], [3.104733, 4.739024, 0.715554], [5.004210, -3.923665, 5.782273], [-0.583503, 8.387962, 1.313431], [1.673363, -3.154546, -7.804517], [-2.878307, -3.721298, -1.242225], [-12.392389, 5.129571, 0.654451], [-13.682566, 4.192016, 3.000816], [-4.226893, -5.098964, -5.495482], [9.746908, 4.781018, -2.878595], [3.174595, 6.876080, 1.059380], [0.616698, 6.348641, 1.331811], [-9.644370, 0.523227, 1.514183], [5.605110, -1.792613, 2.766741], [4.180748, -4.507040, 5.184948], [3.808199, 7.716033, 0.753570], [1.844642, 7.200471, 0.681108], [-4.843749, -2.248082, 0.385479], [6.981821, 0.279104, 1.281967], [3.657027, 5.615925, 0.365958], [4.619917, 1.908232, 0.781537], [-5.305065, -4.416242, -1.445561], [-10.187833, -0.427263, 1.523740], [3.452028, -0.918764, 4.225091], [1.532025, -3.939503, -6.629374], [-9.133667, 4.553301, 2.044475], [7.246995, -1.231055, 0.453827], [3.259160, 6.787616, 2.147451], [2.694315, 1.013254, -1.027127], [6.251838, -5.823143, 5.583640], [-7.215874, -2.479348, 4.716219], [2.644777, -2.544940, 0.710975], [-10.112551, 6.463037, 0.753891], [8.313586, -4.679387, 4.196966], [3.503021, 5.684924, -0.715666], [-8.631907, -1.464928, 5.125956], [-9.763645, 6.611918, 1.779709], [-10.559947, -2.119410, 0.229261], [4.827448, 0.730873, 1.600800], [-0.460240, -5.267210, -7.374848], [-4.752526, -1.976465, -0.668264], [-8.863603, -3.079444, 4.368787], [2.898019, -2.722609, 4.376619], [9.398038, 5.083234, -4.905521], [-5.643694, -4.294116, -4.773883], [-11.241249, -0.194901, 1.715628], [0.451798, -5.704310, 1.910634], [2.744211, -3.108650, -8.031835], [4.568149, -2.381562, 2.708182], [-4.256672, -3.425419, -1.566847]],
  "atomic_forces_ev_per_a": [[0.0454, -0.0518, 0.1724], [0.2380, 0.6478, 0.7912], [0.0827, 1.3966, 0.4751], [0.1526, -0.1409, 0.0414], [0.1540, -0.1119, 0.0081], [0.0672, 0.0599, 0.1647], [-0.3097, 0.1811, 0.0813], [-0.1832, -0.0079, 0.0033], [0.1964, 0.1249, -0.0387], [1.1214, -2.0928, 2.3048], [0.0240, -0.0773, -0.1715], [0.3159, 0.4855, -0.5670], [0.2237, -0.0689, 0.0320], [0.5587, -0.4318, 0.3772], [0.0432, -0.1336, 0.0915], [0.2182, -0.1619, -0.2073], [-0.1588, -0.2730, 0.2612], [-3.1584, -5.5985, 3.4958], [-0.0869, 0.1418, 0.0133], [-0.0151, 0.0981, 0.4130], [-1.0605, -0.8593, -0.4763], [0.1573, -0.4651, -1.1154], [-0.0421, 1.0347, 0.5308], [-0.3493, -0.2336, -0.0493], [-0.0801, -0.1277, -0.0466], [-3.2638, -1.6488, -2.1646], [-0.1229, -0.0341, -0.1392], [-3.6674, -3.6859, 1.4101], [0.3301, -0.7586, -1.0422], [-0.0213, -0.0699, 0.1948], [-0.3809, 0.9127, 0.0853], [0.7413, 1.7834, -0.8272], [0.0222, 0.8564, 0.5297], [-0.1448, -0.3036, 0.1474], [0.1215, 0.0977, -0.1038], [-0.7462, -0.0940, 0.0872], [-0.3169, -0.8623, 1.0018], [0.1705, -0.6977, -0.7747], [0.0017, -0.0203, 0.1743], [-0.1559, -2.0760, 0.6865], [-0.2761, -0.9329, -0.4925], [-0.1267, 0.0328, 0.0203], [0.7441, -0.0930, 0.7132], [-0.9472, 2.6029, -0.4793], [-0.2353, -0.7667, -0.0799], [-0.0928, -0.0898, 0.0883], [0.0879, 0.5103, -0.5396], [1.2425, 1.2685, 1.6486], [-0.0867, 0.1382, -0.0013], [0.0352, -0.0703, -0.1621], [1.4234, 0.9237, -1.1641], [0.2853, -7.9978, 6.2074], [0.5125, -1.0936, -2.3825], [-1.6454, 3.0507, -4.2586], [-0.7433, 0.5015, 0.5101], [-2.1092, -2.4455, -0.6127], [-0.1336, 0.4191, 0.3883], [-0.0279, 0.1227, 1.6671], [0.1332, 0.0020, -0.0396], [0.0034, 0.1279, -0.0952], [0.0133, 0.1408, -0.1735], [-1.0333, -4.5489, 0.2066], [0.9534, -0.1980, 0.4792], [0.1726, 0.0329, 0.0072], [0.0032, 0.0760, -0.0995], [-1.5048, -0.2047, -2.0227], [-0.3603, 0.0565, 2.3905], [-0.3267, 0.1656, 0.0869], [0.0475, -0.1215, 0.0863], [-0.0769, 0.1459, -0.0660], [-1.8586, -1.1015, 0.7098], [0.3812, 0.3031, -1.7191], [0.7765, 2.5731, -0.0315], [-0.7977, 0.6395, -1.0235], [0.4871, 0.3190, -2.5580], [0.0948, 0.8153, -0.8402], [1.1763, 1.2411, 0.0795], [1.0251, 0.5903, -0.2360], [-2.6304, 0.3724, -3.7533], [0.3342, -0.7916, -0.6669], [4.3886, 2.0202, 4.5759], [-0.0829, -0.0233, -0.1651], [0.1331, 0.0070, -0.0498], [1.7633, -0.6997, -1.5195], [0.4813, 0.0119, -0.2270], [1.6757, 2.8206, -1.7675], [-0.1195, 0.1371, 0.0812], [1.2502, -0.5260, 0.9475], [0.0031, 0.0838, 0.0081], [0.3921, -0.1651, 0.3213], [0.0500, -0.1589, -0.0496], [0.0828, 0.8600, -0.9645], [-0.5478, -0.2964, -0.2811], [0.7152, -1.0297, 0.4696], [0.1247, -0.0854, -0.1174], [-0.0008, 0.1515, 0.0710], [-0.8290, -0.7862, 0.5954], [1.0742, -0.3622, 0.1915], [0.1079, 0.5444, -0.2017], [-0.0075, -0.1353, 0.1176], [-2.4374, -1.1492, -0.7741], [1.5378, 1.0614, 1.0508], [-0.4096, -0.0002, 0.0147], [-1.3765, -0.1902, 0.2543], [-0.0218, -0.1196, -0.1744], [4.7159, 3.3230, -2.0978], [-0.0283, -0.3844, -0.0403], [-0.0692, -1.4188, -0.4764], [1.3897, 0.5662, -0.0405], [-0.3441, 0.6507, -1.1118], [0.9317, -2.2835, -0.4043], [-0.8511, -0.9479, 0.8948], [-0.1947, -0.0380, 0.0192], [0.1779, 2.0346, 3.2945], [-0.1794, 0.0213, -0.0855], [-0.4259, 5.3842, -4.7857], [0.5346, 2.5546, 0.0339], [-0.0872, 0.0996, -0.1893], [0.8499, 2.6416, -0.6240], [0.0629, 0.0197, 0.1253], [-2.6097, 0.6029, -0.4058], [0.1155, 0.0791, 0.1486], [0.0386, -0.0638, -0.1538], [-0.1277, 0.1339, -0.3315], [-0.0021, 0.1748, 0.0078], [0.3862, -0.3055, 2.4231], [0.2136, 0.9485, 0.8666], [0.0732, 0.0620, -0.1160], [0.0933, 0.1536, -0.0596], [1.6984, 1.2390, -0.6383], [-0.0269, -0.0730, 0.1790], [0.1849, -0.0025, -0.0389], [0.2651, -0.1359, 0.2880], [0.4590, -0.5609, 0.6959], [-0.1636, -0.2888, 0.2696], [0.5270, -0.1220, 2.8705], [-1.1960, 0.5155, -0.5662]],
  "mulliken_charge": [0.3148, -0.5937, 0.1103, 0.3295, 0.2635, -0.9587, -0.9715, -0.9624, 0.3719, 0.3740, 0.2560, 0.3925, 0.3689, -0.4631, 0.3843, -0.8972, 0.2701, -0.6352, 0.3682, 0.2416, -0.2708, -0.6295, -0.5782, 0.2836, 0.3686, -0.4877, 0.3300, 0.2429, -0.1354, 0.3291, -0.5663, 0.1846, -0.6581, -1.0777, -0.9320, 1.2686, 0.2573, -0.5946, 0.3931, -0.0339, -0.6572, 0.1354, -0.3483, -0.0518, -0.6029, 0.3829, -0.8431, 0.1678, 0.3578, 0.2469, 0.3946, -0.6134, 0.3663, -0.0144, -0.3927, -1.0729, 1.1407, -0.3028, 0.2871, 0.3053, 0.3831, 0.9870, 1.1767, -0.8574, 0.2991, 0.3164, 0.4574, -0.9629, 0.3855, 0.4196, 0.0984, 0.1512, 0.5164, 0.3585, 0.3211, -0.3479, 0.3516, -0.2880, 0.5510, -0.5618, -0.3804, 0.1877, 0.2866, -0.5082, 1.2125, -0.7206, 0.2231, -0.2825, 0.2670, -0.3366, 0.3251, -0.3548, -0.6167, -0.5934, 0.3448, 0.3905, -0.2694, -0.4352, 1.1717, 0.3175, -0.9432, 0.1290, 0.2827, -0.2514, 0.3678, 0.7959, -0.9002, 0.0657, -0.6040, -0.2184, 0.2788, -0.2741, 0.2841, -0.4836, 0.3342, -0.4341, 0.2869, 0.3646, 0.2433, 0.3027, 0.3470, 0.2557, 0.3232, -1.0023, 0.2788, -0.1004, -0.6535, -1.0001, 0.3166, 0.2730, 0.3231, 0.2834, 0.2073, 0.2875, 0.2656, 0.6888, 1.1541],
  "e_homo_ev": -11.32,
  "orbital_gap_ha": 0.2509,
  "lumo_energy_ev": -4.496,
  "charge": 1
}

=====

So what do the calculations give for maximum force? Going down the list: 0.14, 10.13 eV/A.